No. 1
Computed, not measured: a molecular structure, C14H35AgN7O7 in a non-equilibrium geometry, with the ωB97M-V functional and the def2-TZVPD basis.

```
64
Properties=species:S:1:pos:R:3
Ag -0.562 -2.554 -17.847
O 0.695 -1.733 -19.549
C 1.772 -1.355 -20.046
N 2.885 -2.080 -19.906
C 1.879 0.024 -20.584
H 3.738 -1.638 -20.212
H 2.919 -3.028 -19.582
H 0.895 0.420 -20.811
H 2.431 0.067 -21.533
H 2.469 0.722 -19.990
O -2.467 -3.271 -16.926
C -3.477 -3.570 -16.283
N -3.813 -2.830 -15.202
C -4.454 -4.626 -16.695
H -3.138 -2.177 -14.849
H -4.667 -2.972 -14.689
H -4.448 -4.800 -17.773
H -5.503 -4.314 -16.615
H -4.341 -5.540 -16.117
O -0.065 -4.552 -16.950
C -0.134 -5.789 -16.885
N 0.895 -6.489 -16.399
C -1.373 -6.537 -17.243
H 0.865 -7.479 -16.234
H 1.681 -5.929 -16.109
H -1.100 -7.482 -17.723
H -2.068 -6.023 -17.894
H -1.854 -6.843 -16.309
O -0.894 -0.937 -16.183
C -1.613 0.054 -15.936
N -1.860 0.382 -14.672
C -2.103 0.978 -17.007
H -2.081 1.317 -14.366
H -1.565 -0.209 -13.910
H -2.842 0.399 -17.567
H -1.326 1.238 -17.720
H -2.565 1.863 -16.578
O 1.690 -2.280 -16.997
C 2.305 -2.442 -15.939
N 3.648 -2.351 -15.925
C 1.531 -2.713 -14.672
H 4.042 -1.918 -16.745
H 4.201 -2.337 -15.085
H 0.967 -3.636 -14.779
H 0.778 -1.927 -14.593
H 2.110 -2.610 -13.755
O -2.232 -1.549 -19.161
C -3.247 -1.260 -19.791
N -3.188 -0.689 -21.012
C -4.611 -1.456 -19.161
H -2.330 -0.711 -21.535
H -4.072 -0.544 -21.472
H -5.410 -0.866 -19.614
H -4.577 -1.149 -18.119
H -4.896 -2.502 -19.272
O -1.143 -4.072 -19.606
C -1.277 -4.406 -20.787
N -0.182 -4.661 -21.554
C -2.643 -4.655 -21.373
H 0.668 -4.694 -21.016
H -0.364 -5.365 -22.259
H -2.560 -5.216 -22.306
H -3.163 -3.739 -21.657
H -3.280 -5.177 -20.665
```

The total charge is +2. For the total energy, the calculation gives -1611.00896 a.u. The LUMO energy (alpha / beta) comes out at -4.059 / -8.238 eV. The multiplicity is 2. As for the gap between HOMO and LUMO (alpha / beta): 10.9 / 6.6 eV. The calculation puts the highest occupied orbital energy (alpha / beta) at -14.912 / -14.863 eV.


No. 2
Computed, not measured: C4H4N2 in the gas phase in a non-equilibrium geometry, with the ωB97M-V functional and the def2-TZVPD basis.

```
10
Properties=species:S:1:pos:R:3
N -0.394 -0.134 -1.425
C 0.526 -0.295 -0.296
C 0.165 0.655 0.771
C -0.357 1.489 1.462
C 0.527 -1.679 0.232
N 0.559 -2.739 0.692
H -1.344 -0.277 -1.087
H -0.355 0.849 -1.694
H 1.541 -0.111 -0.667
H -0.870 2.243 2.011
```

For the total energy, the calculation gives -264.23812 a.u. The energy above the lowest of the compared OMol25 structures with the same formula, charge and spin comes out at 231.87 kJ/mol. The LUMO energy comes out at 0.682 eV. As for the gap between HOMO and LUMO: 11.0 eV. The structure (SMILES) is C#C[C@H](N)C#N. The calculation puts the highest occupied orbital energy at -10.334 eV.


No. 3
Computed, not measured: a gas-phase ion, C3H6N3 (charge +1) in a non-equilibrium geometry, with the ωB97M-V functional and the def2-TZVPD basis.

```
12
Properties=species:S:1:pos:R:3
C -1.387 -1.359 0.093
C -0.685 -0.470 0.809
C 1.158 1.243 0.261
N -1.019 -1.285 -1.176
N -0.131 -0.373 -1.248
N 0.153 0.190 -0.113
H -2.019 -2.074 0.476
H -0.439 -0.313 1.842
H 1.126 1.269 1.325
H 2.208 1.033 -0.096
H 0.809 2.165 -0.100
H 0.227 -0.026 -2.074
```

The total charge is +1. For the total energy, the calculation gives -281.86334 a.u. The energy above the lowest of the compared OMol25 structures with the same formula, charge and spin comes out at 143.19 kJ/mol. The LUMO energy comes out at -4.554 eV. As for the gap between HOMO and LUMO: 11.8 eV. The structure (SMILES) is C[n+]1ccn[nH]1. The calculation puts the highest occupied orbital energy at -16.386 eV.


No. 4
Computed, not measured: 2 unconnected molecules or ions with the total composition C4H13NO in a non-equilibrium geometry, with the ωB97M-V functional and the def2-TZVPD basis.

```
19
Properties=species:S:1:pos:R:3
C -0.462 3.467 1.969
C -0.561 2.472 0.831
N 3.222 -5.655 -1.920
H -0.007 2.994 2.845
H -1.461 3.824 2.334
H 0.263 4.344 1.860
H -1.103 3.016 -0.028
H 0.460 2.247 0.410
H 3.328 -6.371 -2.516
H 3.971 -4.968 -2.050
H 2.452 -5.114 -2.206
C -1.634 0.220 0.387
O -1.054 1.215 1.350
C -0.845 -0.419 -0.830
H -2.162 -0.520 0.981
H -2.297 0.869 -0.138
H -0.190 0.449 -1.164
H -0.158 -1.334 -0.677
H -1.761 -0.734 -1.437
```

For the total energy, the calculation gives -290.11848 a.u. The energy above the lowest of the compared OMol25 structures with the same formula, charge and spin comes out at 206.00 kJ/mol. The LUMO energy comes out at 0.946 eV. As for the gap between HOMO and LUMO: 10.5 eV. The structure (SMILES) is CCOCC.N. The calculation puts the highest occupied orbital energy at -9.596 eV.


No. 5
Computed, not measured: a molecular structure, C5H3N3 in a non-equilibrium geometry, with the ωB97M-V functional and the def2-TZVPD basis.

```
11
Properties=species:S:1:pos:R:3
C -1.302 -1.108 0.705
C -0.601 0.469 -0.485
C 1.158 1.483 -0.998
C 0.601 -0.109 0.156
C 0.143 -1.165 0.836
H -1.944 -1.776 1.300
H 1.734 2.186 -1.580
H 0.537 -1.976 1.427
N -1.789 -0.174 -0.067
N -0.262 1.572 -1.039
N 1.725 0.599 -0.256
```

For the total energy, the calculation gives -356.50490 a.u. The energy above the lowest of the compared OMol25 structures with the same formula, charge and spin comes out at 176.32 kJ/mol. The LUMO energy comes out at -2.053 eV. As for the gap between HOMO and LUMO: 7.5 eV. The calculation puts the highest occupied orbital energy at -9.583 eV.


No. 6
Computed, not measured: 7 unconnected molecules or ions with the total composition C4H20IN8O6 in a non-equilibrium geometry, with the ωB97M-V functional and the def2-TZVPD basis.

```
39
Properties=species:S:1:pos:R:3
I 1.209 0.924 0.750
O 3.661 -1.818 1.357
H 2.985 -2.573 1.371
H 3.005 -1.090 1.483
O 3.556 3.906 1.089
H 3.671 3.129 0.542
H 2.598 4.029 1.159
C -3.404 3.697 1.381
O -4.177 4.545 1.729
N -3.440 2.964 0.163
N -2.345 3.195 2.172
H -4.193 3.088 -0.498
H -2.663 2.402 -0.118
H -1.592 2.663 1.765
H -2.082 3.713 2.999
C 3.170 -3.277 -1.819
O 2.430 -4.232 -2.124
N 4.448 -3.386 -1.127
N 2.900 -1.943 -2.068
H 4.675 -2.690 -0.425
H 4.719 -4.323 -0.790
H 3.050 -1.270 -1.292
H 2.099 -1.687 -2.633
C -2.232 0.853 -2.297
O -3.022 0.754 -3.282
N -1.508 1.943 -1.958
N -1.811 -0.265 -1.618
H -1.514 2.718 -2.610
H -0.719 1.854 -1.329
H -2.298 -1.110 -1.515
H -1.248 -0.274 -0.746
C -1.408 -2.583 1.459
O -2.060 -3.584 1.587
N -0.107 -2.525 0.904
N -1.982 -1.266 1.654
H -0.140 -3.220 0.182
H 0.068 -1.621 0.452
H -1.413 -0.442 1.948
H -2.883 -1.198 2.103
```

The total charge is -1. For the total energy, the calculation gives -1351.87812 a.u. The energy above the lowest of the compared OMol25 structures with the same formula, charge and spin comes out at 56.77 kJ/mol. The LUMO energy comes out at 2.465 eV. As for the gap between HOMO and LUMO: 8.7 eV. The calculation puts the highest occupied orbital energy at -6.220 eV.


No. 7
Computed, not measured: C22H29N3O4S in the gas phase, with the ωB97M-V functional and the def2-TZVPD basis.

```
59
Properties=species:S:1:pos:R:3
C -6.060 -0.552 -0.949
H -6.997 -0.115 -1.290
O -5.866 -0.103 0.366
C -4.702 -0.619 0.972
C -4.402 0.233 2.201
H -3.721 -0.299 2.867
H -5.341 0.408 2.726
C -3.791 1.578 1.792
N -2.381 1.468 1.497
C -1.864 1.427 0.246
O -2.555 1.507 -0.758
C -0.389 1.291 0.191
C 0.315 1.889 -0.852
C 1.683 1.799 -0.923
C 2.432 1.056 0.012
C 1.694 0.335 0.982
C 0.325 0.502 1.087
H -0.196 -0.067 1.848
N 2.324 -0.686 1.738
S 2.493 -2.154 0.885
O 2.395 -3.178 1.885
O 3.686 -2.095 0.094
C 1.071 -2.145 -0.190
C -0.160 -2.527 0.304
C -1.292 -2.300 -0.458
C -1.200 -1.671 -1.697
C 0.058 -1.330 -2.187
C 1.194 -1.563 -1.437
H 2.178 -1.297 -1.791
H 0.139 -0.856 -3.153
C -2.428 -1.311 -2.465
H -2.709 -0.290 -2.197
H -3.256 -1.974 -2.224
H -2.246 -1.339 -3.536
H -2.260 -2.591 -0.078
H -0.212 -2.994 1.275
H 1.820 -0.909 2.586
N 3.782 1.044 -0.036
C 4.538 1.588 -1.145
H 4.195 1.166 -2.094
H 4.434 2.681 -1.188
C 5.980 1.203 -0.828
H 6.700 1.873 -1.294
H 6.172 0.183 -1.158
C 5.999 1.262 0.695
H 6.040 2.299 1.032
H 6.833 0.717 1.131
C 4.654 0.634 1.051
H 4.733 -0.456 1.080
H 4.259 0.985 2.007
H 2.197 2.312 -1.719
H -0.236 2.452 -1.590
H -1.751 1.396 2.279
H -3.925 2.314 2.589
H -4.288 1.934 0.887
H -3.856 -0.572 0.272
H -4.862 -1.673 1.254
H -5.244 -0.222 -1.602
H -6.134 -1.647 -0.993
```

For the total energy, the calculation gives -1719.14749 a.u. The energy above the lowest of the compared OMol25 structures with the same formula, charge and spin comes out at 151.76 kJ/mol. The LUMO energy comes out at 0.474 eV. As for the gap between HOMO and LUMO: 8.2 eV. The structure (SMILES) is COCCCNC(=O)c1ccc(N2CCCC2)c(NS(=O)(=O)c2ccc(C)cc2)c1. The calculation puts the highest occupied orbital energy at -7.687 eV.


No. 8
Computed, not measured: C3H3NO2 in the gas phase, with the ωB97M-V functional and the def2-TZVPD basis.

```
9
Properties=species:S:1:pos:R:3
O -0.021 -1.111 -1.700
C 0.007 -0.334 -0.590
C 0.651 -0.598 0.568
O 0.464 0.477 1.389
C -0.293 1.321 0.667
N -0.601 0.905 -0.515
H -0.895 -1.510 -1.779
H 1.243 -1.422 0.930
H -0.562 2.255 1.142
```

For the total energy, the calculation gives -321.32970 a.u. The energy above the lowest of the compared OMol25 structures with the same formula, charge and spin comes out at 125.88 kJ/mol. The LUMO energy comes out at 0.802 eV. As for the gap between HOMO and LUMO: 10.1 eV. The structure (SMILES) is Oc1cocn1. The calculation puts the highest occupied orbital energy at -9.336 eV.